# 1
The following is a DFT calculation (ωB97M-V/def2-TZVPD) of a molecular structure, C3BrCl2N in a non-equilibrium geometry.

Values from the calculation:
Spin multiplicity = 1
LUMO energy (alpha / beta) = -2.14 / -1.99 eV

Positions of all 7 atoms, in Å:
1 Br -2.653 0.316 0.665
2 Cl -2.593 -1.512 -1.665
3 Cl 0.739 -0.880 1.718
4 N 1.292 0.978 -1.595
5 C -1.691 -0.385 -0.764
6 C 0.647 -0.803 0.064
7 C 1.207 0.123 -0.777

Atom charges from the Mulliken analysis, given in e for atoms 1 to 4:
1. Br 0.00
2. Cl -0.05
3. Cl -0.02
4. N -0.37

***

# 2
The following is a DFT calculation (ωB97M-V/def2-TZVPD) of C17H18N4O5S in the gas phase in a non-equilibrium geometry.

Values from the calculation:
Spin multiplicity = 1
LUMO energy = 0.45 eV
SMILES string = COCCNC(=O)c1ccc(NS(=O)(=O)c2ccc3[nH]c(=O)[nH]c3c2)cc1

Positions of all 45 atoms, in Å:
1 S -4.628 0.541 -0.012
2 O 3.558 0.350 -0.980
3 O -5.567 0.648 -1.087
4 O -4.979 1.083 1.262
5 O 1.644 -3.270 -0.151
6 O 2.294 2.685 1.141
7 N -0.021 2.651 1.128
8 N 1.053 1.582 -0.475
9 N 1.959 -1.288 0.869
10 N -4.345 -1.134 0.145
11 C -0.976 2.042 0.348
12 C 1.176 -2.285 0.386
13 C -2.274 -1.002 1.357
14 C -2.442 -2.485 -0.528
15 C 3.397 -1.336 0.747
16 C -0.286 1.373 -0.687
17 C 4.256 1.465 -1.494
18 C 4.000 -0.002 0.321
19 C -2.340 0.550 -1.524
20 C -3.036 -1.562 0.332
21 C -2.340 1.906 0.496
22 C -0.295 -2.066 0.491
23 C -0.915 -1.238 1.425
24 C -2.993 1.129 -0.446
25 C -0.965 0.663 -1.661
26 C 1.240 2.352 0.653
27 C -1.089 -2.734 -0.439
28 H -0.347 -0.782 2.223
29 H 1.825 1.104 -0.937
30 H 3.727 0.796 1.027
31 H -4.844 -1.627 -0.583
32 H 3.614 -2.107 0.003
33 H -0.608 -3.423 -1.116
34 H -3.040 -2.974 -1.283
35 H -2.918 -0.014 -2.239
36 H -2.764 -0.356 2.068
37 H -0.192 3.214 1.944
38 H 5.094 -0.102 0.320
39 H 4.115 2.343 -0.853
40 H 3.853 1.661 -2.486
41 H 5.326 1.251 -1.574
42 H -2.894 2.329 1.317
43 H 1.554 -0.483 1.316
44 H 3.853 -1.627 1.702
45 H -0.440 0.178 -2.467

Atom charges from the Mulliken analysis, given in e for atoms 1 to 4:
1. S 1.31
2. O -0.53
3. O -0.72
4. O -0.66

***

# 3
The following is a DFT calculation (ωB97M-V/def2-TZVPD) of 2 unconnected molecules or ions with the total composition C6H9ClNO in a non-equilibrium geometry.

Values from the calculation:
Net charge = +1
Spin multiplicity = 3
LUMO energy (alpha / beta) = -6.71 / -9.44 eV

Positions of all 18 atoms, in Å:
1 Cl 3.729 -0.366 1.232
2 O 3.925 0.783 -0.836
3 N 0.211 0.580 0.274
4 C -1.855 -1.147 -0.637
5 C -2.022 0.055 0.266
6 C -1.101 1.125 -0.175
7 C -1.150 -1.114 0.757
8 C 3.023 0.638 0.107
9 C 0.216 -0.612 0.751
10 H 3.648 1.294 -1.640
11 H -1.214 -1.090 -1.519
12 H -1.341 2.102 0.272
13 H 1.121 0.900 -0.207
14 H -3.006 0.332 0.739
15 H -1.338 -1.853 1.412
16 H -1.157 1.230 -1.253
17 H 1.072 -1.065 1.250
18 H -2.761 -1.791 -0.792

Atom charges from the Mulliken analysis, given in e for atoms 1 to 4:
1. Cl 0.11
2. O -0.28
3. N 0.00
4. C -0.67

***

# 4
The following is a DFT calculation (ωB97M-V/def2-TZVPD) of 10 unconnected molecules or ions with the total composition C9H36F2N19O13S2 in a non-equilibrium geometry.

Values from the calculation:
Net charge = -1
Spin multiplicity = 1
LUMO energy = 1.97 eV

Positions of all 81 atoms, in Å:
1 S -13.027 8.685 -2.865
2 S -15.354 7.691 -3.120
3 F -11.739 8.644 -3.760
4 F -16.031 6.600 -4.069
5 O -13.945 10.919 -7.864
6 O -13.493 12.460 2.545
7 O -16.160 8.865 -3.292
8 O -12.613 8.015 -1.677
9 O -19.928 8.478 -6.573
10 O -13.746 4.483 -3.198
11 O -8.315 6.266 -0.350
12 O -13.432 10.052 -2.866
13 O -15.664 8.916 0.845
14 O -17.765 2.025 -2.981
15 O -16.018 4.360 0.762
16 O -18.010 12.082 -1.474
17 O -15.377 7.056 -1.841
18 N -14.671 9.518 -6.241
19 N -13.784 12.262 0.306
20 N -9.735 8.036 -0.448
21 N -18.606 8.348 -4.717
22 N -10.540 5.881 -0.117
23 N -13.382 4.869 -0.982
24 N -16.531 13.784 -1.335
25 N -16.996 2.518 -0.175
26 N -13.252 11.247 -5.712
27 N -16.366 3.267 -4.280
28 N -13.226 2.727 -1.846
29 N -17.130 4.529 -1.238
30 N -14.438 7.036 1.153
31 N -15.473 13.114 1.625
32 N -18.385 2.496 -5.102
33 N -16.028 11.896 -2.574
34 N -13.970 7.774 -3.880
35 N -14.061 8.884 2.466
36 N -19.226 6.434 -5.836
37 C -14.759 8.341 1.429
38 C -19.281 7.822 -5.776
39 C -17.500 2.560 -4.066
40 C -14.204 12.595 1.556
41 C -16.938 12.557 -1.790
42 C -9.450 6.716 -0.290
43 C -13.541 4.049 -2.070
44 C -16.678 3.858 -0.140
45 C -13.954 10.596 -6.685
46 H -13.544 5.854 -1.131
47 H -17.191 14.332 -0.816
48 H -15.590 3.307 -3.638
49 H -10.675 8.353 -0.623
50 H -15.273 12.356 -3.047
51 H -10.250 4.978 -0.455
52 H -18.474 9.343 -4.736
53 H -16.685 2.019 0.635
54 H -14.322 12.313 -0.538
55 H -19.726 6.011 -6.593
56 H -18.918 5.918 -5.033
57 H -15.938 13.181 2.509
58 H -12.562 11.912 -6.009
59 H -11.447 6.235 -0.368
60 H -13.273 2.368 -0.907
61 H -12.902 11.783 0.281
62 H -16.045 13.185 0.800
63 H -16.811 5.476 -1.357
64 H -13.552 4.351 -0.136
65 H -13.302 2.058 -2.588
66 H -13.734 6.506 1.633
67 H -13.263 11.002 -4.737
68 H -17.478 2.203 -1.004
69 H -14.946 6.554 0.432
70 H -17.540 3.994 -1.982
71 H -18.235 7.851 -3.932
72 H -15.723 14.231 -1.730
73 H -18.293 3.036 -5.941
74 H -8.997 8.668 -0.694
75 H -16.291 3.843 -5.101
76 H -15.035 8.941 -6.980
77 H -14.569 9.057 -5.341
78 H -13.521 8.339 3.111
79 H -19.260 2.088 -4.826
80 H -14.370 9.774 2.812
81 H -16.341 10.987 -2.879

Atom charges from the Mulliken analysis, given in e for atoms 1 to 4:
1. S 0.87
2. S 0.56
3. F -0.30
4. F -0.34

***

# 5
The following is a DFT calculation (ωB97M-V/def2-TZVPD) of 8 unconnected molecules or ions with the total composition C67H85F3N2O11P2S2 in a non-equilibrium geometry.

Values from the calculation:
Spin multiplicity = 1
LUMO energy = 0.04 eV
SMILES string = CCCCO[C@@]1(OCC)[C@](CCCP(=O)(OCC)OCC)(c2ccncc2)[C@@](CCO)(S(=O)(=O)C(F)(F)F)[C@@H]([PH2]=N)OS1(=O)=O.c1ccccc1.c1ccccc1.c1ccccc1.c1ccccc1.c1ccccc1.c1ccccc1.c1ccccc1

Positions of all 172 atoms, in Å:
1 S 0.530 -0.197 4.275
2 S 0.622 -3.836 1.088
3 P -0.310 2.569 -0.216
4 P -1.818 -1.495 1.983
5 F -0.339 1.932 3.082
6 F 0.977 2.311 4.716
7 F 1.803 1.745 2.804
8 O -0.720 3.471 -1.307
9 O 3.290 -3.244 1.707
10 O -0.281 -3.667 2.388
11 O 0.355 -4.377 5.141
12 O -0.149 -3.422 -0.043
13 O 0.539 3.425 0.857
14 O 1.215 -0.222 5.544
15 O -0.872 -0.221 4.602
16 O 2.330 -2.395 -0.160
17 O 0.934 -5.222 0.964
18 O -1.620 1.910 0.414
19 N -3.202 -2.181 2.368
20 N 5.806 0.343 2.661
21 C -7.977 -1.254 -7.949
22 C 11.217 2.969 0.448
23 C -6.673 -2.130 -6.129
24 C 6.243 4.513 -0.575
25 C -9.752 -1.092 -2.162
26 C 9.675 1.258 1.144
27 C 5.988 5.638 1.535
28 C -5.824 -4.658 1.789
29 C 1.245 0.040 -6.738
30 C 2.524 4.854 1.089
31 C 3.579 -4.620 1.896
32 C -7.992 -5.424 2.499
33 C 6.360 6.913 -0.470
34 C -5.251 5.857 1.892
35 C 6.152 6.863 0.902
36 C 0.994 -2.340 -6.972
37 C 0.961 -1.620 3.213
38 C -8.461 -1.467 -2.506
39 C 6.410 5.738 -1.207
40 C -9.599 -2.410 -0.156
41 C -6.817 -1.061 -8.686
42 C 5.689 -2.140 -3.247
43 C 1.086 -0.078 -5.364
44 C -8.307 -2.783 -0.499
45 C 9.015 2.181 1.943
46 C -7.905 -1.787 -6.669
47 C 4.149 -0.558 1.225
48 C -7.638 5.893 2.164
49 C -7.236 -3.220 3.100
50 C 0.937 -3.087 5.398
51 C 3.649 -0.355 3.463
52 C 1.716 0.560 -0.023
53 C 4.916 0.163 3.612
54 C 0.880 -1.327 -4.796
55 C -10.323 -1.566 -0.988
56 C -3.900 2.647 0.004
57 C -7.772 6.461 0.904
58 C 2.732 -3.430 -1.065
59 C 0.640 1.212 -0.952
60 C 3.205 -0.765 2.213
61 C -5.383 6.429 0.636
62 C 1.372 4.415 0.188
63 C 1.203 -1.091 -7.541
64 C 1.681 -2.661 4.127
65 C -7.740 -2.315 -1.676
66 C 9.453 3.495 1.993
67 C -6.041 -3.443 2.425
68 C 5.392 -0.046 1.452
69 C -6.796 -5.650 1.829
70 C 4.199 -3.186 -1.489
71 C 4.329 -2.040 -2.495
72 C -5.584 -1.397 -8.143
73 C 10.556 3.891 1.249
74 C -6.644 6.727 0.139
75 C -5.513 -1.934 -6.865
76 C -2.620 2.876 0.845
77 C 0.805 1.546 3.657
78 C 6.029 4.464 0.796
79 C 1.813 -1.342 1.911
80 C 4.848 -4.705 2.771
81 C -8.212 -4.208 3.133
82 C 1.025 -0.470 0.879
83 C 0.830 -2.458 -5.599
84 C 2.119 -2.747 1.160
85 C -6.377 5.587 2.657
86 C 10.775 1.653 0.394
87 C -0.416 -2.342 2.921
88 H 0.117 -2.424 5.690
89 H -4.502 6.642 0.044
90 H -8.755 6.696 0.518
91 H 3.928 -0.800 0.197
92 H -11.332 -1.278 -0.722
93 H 2.227 5.662 1.759
94 H -6.748 7.168 -0.845
95 H 5.897 3.508 1.289
96 H 5.225 0.447 4.617
97 H -7.741 -3.438 0.151
98 H 5.552 -1.891 -4.301
99 H 1.333 -1.000 -8.612
100 H -0.046 -4.708 5.950
101 H -10.314 -0.429 -2.809
102 H 2.368 0.037 -0.726
103 H 1.196 1.647 -1.779
104 H 4.317 -1.045 -2.041
105 H -8.015 -1.098 -3.422
106 H -6.733 -2.610 -1.946
107 H 4.562 -4.619 3.819
108 H 8.931 4.213 2.614
109 H -8.518 5.688 2.761
110 H 2.805 -5.167 2.440
111 H -8.809 -1.936 -6.092
112 H -0.932 -2.510 3.865
113 H -4.552 -2.200 -6.443
114 H 6.279 3.597 -1.150
115 H 5.268 -5.698 2.604
116 H 3.514 -2.082 -3.224
117 H 6.061 -3.166 -3.203
118 H 2.340 1.302 0.474
119 H -6.873 -0.648 -9.685
120 H 4.602 -4.126 -1.868
121 H -5.280 -2.669 2.393
122 H 6.093 0.070 0.631
123 H 2.134 -3.311 -1.972
124 H 0.814 5.299 -0.106
125 H -9.145 -4.031 3.654
126 H -4.684 2.308 0.682
127 H -4.266 5.621 2.277
128 H -6.273 5.138 3.636
129 H -1.695 -1.549 0.583
130 H -6.618 -2.551 -5.133
131 H -0.052 0.433 -1.273
132 H -4.188 3.503 -0.601
133 H 0.300 0.130 1.462
134 H 4.713 -2.879 -0.571
135 H 3.777 -5.215 1.000
136 H 11.289 0.936 -0.234
137 H 6.579 5.776 -2.276
138 H -2.249 3.899 0.804
139 H -8.938 -0.990 -8.372
140 H -7.406 -2.274 3.598
141 H 9.332 0.232 1.106
142 H -2.938 -2.936 3.003
143 H -4.679 -1.240 -8.716
144 H 6.484 7.868 -0.964
145 H -2.835 2.639 1.888
146 H -1.867 -0.134 2.341
147 H 12.076 3.276 -0.135
148 H 5.553 -3.940 2.449
149 H 1.122 0.805 -4.738
150 H 1.402 1.015 -7.183
151 H -8.751 -6.195 2.526
152 H 2.673 -2.348 4.439
153 H 2.637 -4.454 -0.711
154 H 0.959 -3.222 -7.599
155 H 3.037 -0.468 4.347
156 H 8.154 1.879 2.528
157 H 6.117 7.779 1.478
158 H -3.700 1.817 -0.676
159 H 5.827 5.599 2.605
160 H -4.894 -4.829 1.260
161 H 1.841 -3.598 3.595
162 H 6.432 -1.469 -2.817
163 H 1.821 3.926 -0.679
164 H 3.014 4.031 1.609
165 H 3.274 5.297 0.424
166 H 10.899 4.917 1.292
167 H 0.757 -1.419 -3.723
168 H 0.370 -1.061 0.241
169 H -10.041 -2.778 0.761
170 H 0.664 -3.432 -5.154
171 H -6.623 -6.599 1.337
172 H 1.598 -3.192 6.262

Atom charges from the Mulliken analysis, given in e for atoms 1 to 4:
1. S 1.76
2. S 1.99
3. P 0.59
4. P 0.82

***

- Look up the spin multiplicity of the third one.
  3

***

- What is the formula in the fifth record?
  C67H85F3N2O11P2S2